Here is a molecular structure, C2HBrN2O from OMol25. Energies are from ωB97M-V/def2-TZVPD.

Its multiplicity is 1. The calculation puts the frontier orbital gap at 10.6 eV. The value obtained for the LUMO energy is 0.127 eV. As for the total energy: -77156.563 eV. The calculation puts the energy relative to the best compared isomer or geometry (same formula, charge and spin) at 232.9 kJ/mol.

Geometry (Å):
1 C -0.255 -1.162 0.007
2 C 0.402 1.004 -0.197
3 N 0.757 -0.807 -0.602
4 N -0.497 0.942 0.675
5 O -0.988 -0.275 0.765
6 Br 1.282 2.539 -0.664
7 H -0.702 -2.240 0.016